No. 1
Here is a 10-piece molecular cluster, C58H80BrO36P overall in a non-equilibrium geometry from OMol25. Energies are from ωB97M-V/def2-TZVPD.

Element x y z (Å)
C  3.641  3.230  5.858
C  2.304  3.229  4.923
C  1.088  3.630  5.891
C  -0.381  3.371  5.282
C  -0.453  3.540  3.680
C  -0.372  2.257  2.761
C  -0.490  2.507  1.201
C  -0.637  3.954  0.604
C  -0.733  4.197  -0.997
C  0.648  4.771  -1.588
C  1.479  3.741  -2.492
C  3.053  4.032  -2.177
O  3.275  3.457  -0.833
C  4.493  2.735  -0.791
O  5.424  3.062  0.003
C  -0.674  5.245  1.515
C  -0.778  6.737  0.903
C  -2.220  7.426  1.202
C  -3.249  6.926  0.041
O  -3.625  5.548  0.330
C  -4.956  5.446  0.816
C  -5.835  4.211  0.253
O  -5.491  6.195  1.665
C  -0.599  4.991  3.074
P  -0.678  6.381  4.375
O  -0.175  7.878  3.708
Br  -2.877  6.710  4.976
C  -0.447  1.191  0.291
O  -0.170  1.164  -0.936
C  -0.790  -0.237  0.968
O  -1.196  -1.338  0.113
C  0.065  -1.908  -0.355
C  -0.066  -3.394  -0.954
C  0.676  -3.549  -2.395
C  -0.679  -0.500  2.361
C  -0.975  -1.949  3.022
C  -2.454  -2.119  3.619
C  -3.575  -2.133  2.451
C  -5.055  -2.090  3.104
O  -5.342  -3.287  3.908
C  -0.176  0.755  3.275
O  0.403  0.425  4.355
H  4.546  2.949  5.194
H  3.779  4.260  6.350
H  3.564  2.430  6.674
H  2.434  4.098  4.177
H  2.208  2.207  4.428
H  1.140  3.019  6.875
H  1.222  4.730  6.230
H  -1.107  4.083  5.837
H  -0.698  2.315  5.624
H  -1.511  5.047  -1.108
H  -1.168  3.305  -1.557
H  1.264  5.138  -0.680
H  0.387  5.708  -2.218
H  1.257  3.846  -3.624
H  1.320  2.639  -2.239
H  3.194  5.159  -2.071
H  3.704  3.543  -2.980
H  4.719  1.822  -1.467
H  -0.670  6.747  -0.244
H  0.100  7.384  1.288
H  -2.673  7.116  2.200
H  -2.116  8.558  1.058
H  -4.155  7.628  0.070
H  -2.764  6.994  -1.003
H  -5.131  3.294  0.308
H  -6.124  4.453  -0.830
H  -6.729  3.963  0.914
H  0.811  7.817  3.658
H  0.802  -1.930  0.540
H  0.591  -1.271  -1.157
H  -1.145  -3.764  -0.986
H  0.532  -4.083  -0.241
H  -0.054  -3.940  -3.192
H  1.085  -2.556  -2.797
H  1.569  -4.260  -2.313
H  -0.166  -2.101  3.835
H  -0.752  -2.764  2.232
H  -2.623  -1.227  4.332
H  -2.477  -3.088  4.248
H  -3.387  -1.275  1.718
H  -3.473  -3.118  1.872
H  -5.849  -2.028  2.266
H  -5.197  -1.173  3.784
H  -6.323  -3.244  4.026
O  -0.053  -6.325  -3.341
C  0.761  -6.615  -4.173
O  0.510  -7.409  -5.249
C  1.646  -7.326  -6.102
C  2.743  -6.925  -5.167
O  2.055  -6.193  -4.160
H  1.839  -8.283  -6.585
H  1.454  -6.571  -6.872
H  3.235  -7.785  -4.706
H  3.498  -6.303  -5.652
O  -3.634  1.014  3.580
C  -4.078  1.246  4.662
O  -5.282  0.810  5.111
C  -5.340  1.105  6.499
C  -4.362  2.235  6.642
O  -3.436  1.981  5.594
H  -6.352  1.386  6.796
H  -5.039  0.217  7.063
H  -4.821  3.215  6.481
H  -3.863  2.233  7.613
O  9.853  -2.141  -0.626
C  9.178  -1.167  -0.798
O  9.528  0.091  -0.409
C  8.585  0.984  -0.988
C  7.388  0.114  -1.215
O  7.959  -1.174  -1.408
H  8.373  1.815  -0.314
H  8.999  1.379  -1.920
H  6.724  0.080  -0.346
H  6.812  0.418  -2.090
O  -8.706  -0.799  2.608
C  -8.973  -1.487  1.663
O  -8.167  -2.468  1.173
C  -8.928  -3.192  0.212
C  -9.967  -2.202  -0.214
O  -10.124  -1.387  0.941
H  -8.301  -3.515  -0.611
H  -9.361  -4.073  0.695
H  -9.633  -1.576  -1.047
H  -10.910  -2.678  -0.485
O  10.663  3.238  -2.922
C  11.499  2.945  -2.115
O  11.301  2.938  -0.766
C  12.441  2.322  -0.182
C  13.506  2.531  -1.214
O  12.771  2.576  -2.428
H  12.688  2.790  0.773
H  12.223  1.264  -0.012
H  14.034  3.481  -1.085
H  14.235  1.720  -1.231
O  -9.048  -4.497  -2.049
C  -8.203  -4.766  -2.859
O  -8.401  -5.565  -3.939
C  -7.246  -5.451  -4.761
C  -6.186  -5.021  -3.795
O  -6.922  -4.308  -2.808
H  -7.013  -6.404  -5.238
H  -7.436  -4.703  -5.536
H  -5.684  -5.868  -3.319
H  -5.435  -4.379  -4.258
O  8.673  4.121  5.978
C  8.378  3.414  5.058
O  9.157  2.401  4.585
C  8.370  1.667  3.657
C  7.345  2.669  3.217
O  7.221  3.519  4.349
H  8.983  1.306  2.829
H  7.925  0.810  4.170
H  7.681  3.264  2.363
H  6.389  2.205  2.972
O  -7.209  -1.684  -5.741
C  -6.960  -1.203  -4.671
O  -7.898  -0.813  -3.766
C  -7.214  -0.517  -2.555
C  -5.825  -0.203  -3.020
O  -5.701  -0.979  -4.204
H  -7.682  0.324  -2.040
H  -7.250  -1.396  -1.905
H  -5.697  0.853  -3.274
H  -5.067  -0.486  -2.288
O  3.251  -9.653  -6.390
C  2.935  -10.333  -7.328
O  3.696  -11.337  -7.839
C  2.890  -12.037  -8.777
C  1.869  -11.015  -9.174
O  1.769  -10.196  -8.016
H  3.487  -12.381  -9.623
H  2.444  -12.904  -8.282
H  2.199  -10.398  -10.015
H  0.904  -11.461  -9.418

## Properties
electronic energy: -7881.78430 hartree
E_HOMO: -0.3089 Ha
max |F|: 5.09 eV Å⁻¹
ΔE to the lowest compared entry with this formula, charge and spin: 0.000 eV
frontier orbital gap: 7.2 eV
LUMO energy: -1.2 eV



No. 2
Here is a 6-piece molecular cluster, C31H29Cl4FO8 overall in a non-equilibrium geometry from OMol25. Energies are from ωB97M-V/def2-TZVPD.

Element x y z (Å)
F  -0.520  -1.253  -1.753
C  0.599  -1.361  -2.580
C  0.936  -2.627  -2.968
C  2.097  -2.831  -3.682
C  3.021  -1.679  -3.866
C  2.702  -0.370  -3.449
C  1.435  -0.220  -2.772
H  0.294  -3.453  -2.700
H  2.308  -3.843  -3.996
H  3.974  -1.920  -4.312
H  3.454  0.392  -3.593
H  0.974  0.605  -2.249
C  -2.420  0.427  -2.381
C  -2.277  1.427  -3.344
C  -2.956  1.345  -4.550
C  -3.883  0.315  -4.799
C  -4.067  -0.744  -3.775
C  -3.281  -0.612  -2.600
O  -3.489  -1.527  -1.628
O  -2.871  2.375  -5.414
H  -1.973  0.555  -1.407
H  -1.625  2.266  -3.151
H  -4.617  0.282  -5.591
H  -4.763  -1.568  -3.827
H  -3.247  -1.142  -0.783
H  -3.614  2.166  -5.985
C  -6.627  -3.755  2.062
C  -5.345  -3.187  1.930
C  -5.170  -1.949  1.323
C  -6.268  -1.232  0.842
C  -7.549  -1.738  1.064
C  -7.719  -2.961  1.633
O  -8.980  -3.434  1.991
O  -3.957  -1.450  1.138
H  -6.720  -4.671  2.627
H  -4.596  -3.790  2.423
H  -6.236  -0.276  0.341
H  -8.438  -1.171  0.830
H  -9.503  -3.170  1.231
H  -3.417  -2.243  1.110
C  7.158  -1.971  1.529
C  5.839  -2.301  1.730
C  5.406  -2.485  3.023
C  6.204  -2.238  4.146
C  7.457  -1.740  3.955
C  7.968  -1.689  2.644
O  9.210  -1.196  2.382
O  4.059  -2.683  3.302
H  7.479  -1.804  0.512
H  5.171  -2.325  0.882
H  5.876  -2.252  5.175
H  7.942  -1.332  4.830
H  9.303  -0.856  1.489
H  3.568  -2.985  2.534
C  1.204  6.926  1.055
C  2.436  6.602  1.590
C  2.592  5.274  2.076
C  1.614  4.318  1.907
C  0.358  4.688  1.445
C  0.182  6.018  0.914
O  -1.068  6.286  0.309
O  3.669  4.785  2.697
H  0.918  7.925  0.763
H  3.151  7.320  1.962
H  1.731  3.310  2.277
H  -0.379  3.898  1.457
H  -1.458  5.411  0.243
H  3.614  3.827  2.726
C  0.652  -0.181  1.411
Cl  1.092  0.537  2.986
Cl  0.383  1.246  0.301
Cl  1.925  -1.274  0.811
Cl  -0.923  -1.039  1.546

## Properties
electronic energy: -3740.81616 hartree
spin multiplicity: 2
total charge: +1
E_HOMO (alpha / beta): -0.3504 / -0.3504 Ha
max |F|: 4.45 eV Å⁻¹
frontier orbital gap (alpha / beta): 5.5 / 2.0 eV
LUMO energy (alpha / beta): -4.0 / -7.6 eV



No. 3
Here is a single C19H27N3O3 molecule from OMol25. Energies are from ωB97M-V/def2-TZVPD.

Element x y z (Å)
C  5.411  2.217  4.793
C  5.092  1.107  3.838
C  6.051  0.145  3.539
C  5.766  -0.891  2.669
C  4.518  -0.977  2.079
C  3.555  -0.011  2.346
C  2.220  -0.152  1.691
O  1.729  -1.239  1.454
N  1.620  1.026  1.388
C  0.343  1.137  0.698
C  -0.769  0.430  1.477
C  -2.087  0.544  0.704
N  -2.026  0.019  -0.647
C  -1.982  -1.436  -0.718
C  -2.222  -1.919  -2.146
O  -1.385  -2.570  -2.744
N  -3.419  -1.622  -2.700
C  -4.453  -0.774  -2.155
C  -4.611  0.460  -3.054
O  -4.883  0.097  -4.388
C  -3.858  -0.719  -4.913
C  -3.684  -1.990  -4.078
C  -0.957  0.656  -1.395
C  0.416  0.561  -0.720
C  3.847  1.021  3.232
H  4.520  2.785  5.048
H  5.846  1.820  5.709
H  6.138  2.898  4.349
H  7.025  0.208  4.003
H  6.517  -1.637  2.454
H  4.271  -1.785  1.408
H  2.155  1.869  1.510
H  0.109  2.208  0.638
H  -0.878  0.879  2.465
H  -0.498  -0.618  1.603
H  -2.882  0.025  1.246
H  -2.367  1.601  0.622
H  -2.764  -1.841  -0.068
H  -1.020  -1.863  -0.403
H  -4.198  -0.453  -1.150
H  -5.395  -1.336  -2.146
H  -5.455  1.069  -2.727
H  -3.687  1.054  -3.004
H  -4.154  -0.962  -5.934
H  -2.908  -0.162  -4.930
H  -2.843  -2.582  -4.441
H  -4.603  -2.585  -4.118
H  -0.909  0.199  -2.386
H  -1.231  1.711  -1.513
H  1.154  1.107  -1.310
H  0.732  -0.481  -0.660
H  3.089  1.751  3.484

## Properties
electronic energy: -1130.21980 hartree
E_HOMO: -0.3135 Ha
max |F|: 0.47 eV Å⁻¹
ΔE to the lowest compared entry with this formula, charge and spin: 1.892 eV
frontier orbital gap: 9.1 eV
LUMO energy: 0.6 eV



The lowest electronic energy belongs to which entry? C58H80BrO36P